Record 1
ORCA calculation (the ωB97M-V functional and the def2-TZVPD basis) on 7 unconnected molecules or ions with the total composition C41H56F40O9P2 in a non-equilibrium geometry.

```
148
Properties=species:S:1:pos:R:3
C -1.49 2.73 -6.50
C -0.14 2.31 -5.86
C -0.26 1.57 -4.53
C 1.01 0.81 -4.20
P 1.14 0.17 -2.45
C 1.36 1.69 -1.44
C 2.29 2.83 -1.97
C 1.66 4.10 -2.56
C 2.77 4.89 -3.27
C 2.58 -0.90 -2.46
C 3.90 -0.16 -2.73
C 4.98 -1.05 -3.30
C 5.51 -2.18 -2.39
C -0.42 -0.72 -2.25
C -0.83 -1.58 -3.46
C -2.15 -2.32 -3.15
C -2.34 -3.60 -3.96
H -1.33 3.18 -7.48
H -1.98 3.44 -5.82
H -2.16 1.88 -6.50
H 0.48 3.21 -5.81
H 0.33 1.65 -6.59
H -1.15 0.94 -4.57
H -0.55 2.35 -3.82
H 1.85 1.53 -4.14
H 1.46 0.16 -4.95
H 1.86 1.37 -0.54
H 0.33 2.04 -1.34
H 3.22 2.50 -2.43
H 2.76 3.27 -1.09
H 0.99 4.71 -1.95
H 0.99 3.71 -3.34
H 2.46 5.80 -3.78
H 3.31 4.31 -4.02
H 3.43 5.27 -2.48
H 2.53 -1.59 -3.31
H 2.58 -1.42 -1.50
H 4.17 0.48 -1.89
H 3.84 0.64 -3.48
H 5.86 -0.57 -3.75
H 4.57 -1.52 -4.20
H 6.01 -1.69 -1.55
H 6.31 -2.68 -2.94
H 4.69 -2.76 -1.97
H -1.23 -0.13 -1.84
H -0.12 -1.44 -1.48
H -0.12 -2.41 -3.56
H -0.83 -1.10 -4.44
H -2.93 -1.56 -3.25
H -2.12 -2.64 -2.10
H -2.38 -3.38 -5.03
H -3.17 -4.19 -3.57
H -1.50 -4.26 -3.70
P -0.05 -0.57 1.06
O -0.87 0.54 0.35
O 1.34 -0.67 0.33
O -0.87 -1.89 1.01
O 0.24 -0.19 2.55
C -0.96 -4.82 -0.35
C 0.48 -5.30 -0.46
C 1.36 -4.14 -0.91
F 2.65 -4.52 -0.82
F 1.13 -3.78 -2.21
F 0.92 -5.83 0.69
F 0.58 -6.32 -1.38
O -1.97 -5.81 -0.11
C -2.90 -5.37 0.85
C -3.66 -4.09 0.52
F -4.15 -4.20 -0.75
F -4.71 -3.89 1.36
F -3.79 -6.40 0.82
F -2.28 -5.36 2.04
H -1.14 -4.36 -1.32
H -1.01 -4.03 0.40
H 1.20 -3.24 -0.31
H -3.03 -3.20 0.59
C 3.50 -1.61 2.48
C 4.45 -0.41 2.74
C 4.29 0.56 1.59
F 4.96 1.74 1.67
F 4.64 0.05 0.35
F 3.91 0.00 3.94
F 5.77 -0.63 3.02
O 3.72 -2.67 3.41
C 2.78 -3.69 3.23
C 1.39 -3.36 3.84
F 0.63 -4.47 3.87
F 1.64 -2.89 5.09
F 2.69 -3.95 1.90
F 3.38 -4.76 3.81
H 3.46 -1.89 1.43
H 2.50 -1.20 2.68
H 3.23 0.75 1.44
H 0.97 -2.55 3.23
C -1.08 -0.22 5.62
C -1.93 -1.47 5.66
C -2.58 -1.59 4.29
F -3.36 -2.73 4.30
F -3.43 -0.53 4.08
F -1.14 -2.56 5.92
F -2.82 -1.38 6.70
O -0.28 0.08 6.77
C 0.59 1.10 6.70
C 1.88 0.70 5.99
F 2.86 1.64 6.11
F 2.47 -0.43 6.55
F 0.08 2.13 5.98
F 0.79 1.58 7.95
H -1.72 0.66 5.49
H -0.40 -0.37 4.78
H -1.93 -1.67 3.40
H 1.76 0.39 4.95
C -0.88 2.64 2.98
C 0.11 3.45 2.17
C 1.39 2.66 1.84
F 2.29 3.45 1.14
F 2.12 2.16 2.88
F -0.45 3.98 1.04
F 0.46 4.58 2.92
O -1.82 3.52 3.63
C -3.08 3.56 3.11
C -3.93 2.31 3.42
F -3.76 1.95 4.70
F -5.25 2.57 3.15
F -3.63 4.58 3.84
F -3.09 3.92 1.82
H -0.38 2.02 3.72
H -1.43 1.93 2.35
H 1.08 1.79 1.26
H -3.71 1.49 2.73
C -3.12 1.98 -0.82
C -3.98 0.81 -1.29
C -3.82 -0.47 -0.50
F -4.50 -0.29 0.68
F -4.38 -1.54 -1.15
F -5.27 1.21 -1.39
F -3.57 0.51 -2.59
O -3.77 3.26 -0.94
C -3.08 4.05 -1.84
C -3.90 5.33 -1.89
F -4.03 5.89 -0.67
F -3.40 6.26 -2.74
F -1.86 4.35 -1.29
F -2.89 3.46 -3.03
H -2.11 1.96 -1.23
H -2.93 1.81 0.24
H -2.81 -0.81 -0.21
H -4.92 5.08 -2.23
```

## Properties
HOMO-LUMO gap = 0.235 Eh
DFT total energy = -6950.65079 Ha
ΔE to the lowest compared entry with this formula, charge and spin = 1.2 kJ/mol
LUMO level = 3.444 eV
charge = -2

Mulliken atomic charge list, values in e, 5 entries: number 1, C, carries -1.274; number 2, C, carries -0.669; number 3, C, carries 0.852; number 4, C, carries -1.165; number 5, P, carries 0.889


Record 2
ORCA calculation (the ωB97M-V functional and the def2-TZVPD basis) on 5 unconnected molecules or ions with the total composition C41H56F9N2O16S.

```
125
Properties=species:S:1:pos:R:3
C 1.47 -2.51 0.73
C 1.68 -1.41 -0.30
O 3.03 -0.99 -0.43
C 3.59 -0.35 0.70
C 3.95 1.09 0.39
C 2.79 1.95 0.04
C 1.60 1.99 0.75
C 0.58 2.83 0.33
C -0.72 2.78 1.08
O -1.51 1.92 0.86
O -0.90 3.79 1.95
C -0.72 3.40 3.35
C -0.66 4.66 4.19
C -1.82 4.85 5.19
C -1.54 4.30 6.60
C -1.99 2.89 6.89
F -1.44 2.04 5.98
F -1.48 2.51 8.09
C -3.57 2.72 7.05
F -4.12 3.93 6.91
F -3.83 2.28 8.27
S -4.51 1.54 5.85
F -5.61 2.61 5.52
F -5.42 0.97 7.00
F -3.42 0.43 6.16
F -3.63 2.09 4.64
F -5.19 0.55 4.84
C 0.71 3.64 -0.80
C -0.46 4.47 -1.25
C -1.46 3.72 -2.17
C -0.89 2.61 -3.03
O -2.08 4.68 -3.01
C -3.41 5.05 -2.63
C -4.42 4.00 -3.00
C -4.91 3.94 -4.31
C -5.80 2.95 -4.68
C -6.22 2.00 -3.75
C -5.75 2.07 -2.44
C -4.86 3.06 -2.07
C 1.91 3.60 -1.48
C 2.29 4.40 -2.69
C 2.19 5.93 -2.55
C 3.26 6.64 -3.39
N 2.96 8.02 -3.78
N 2.88 2.76 -1.03
H 0.49 -2.96 0.60
H 1.48 -2.09 1.73
H 2.24 -3.27 0.68
H 1.40 -1.77 -1.29
H 1.02 -0.57 -0.08
H 4.51 -0.86 0.97
H 2.96 -0.41 1.58
H 4.42 1.52 1.28
H 4.70 1.13 -0.40
H 1.48 1.35 1.62
H -1.55 2.76 3.61
H 0.19 2.81 3.44
H 0.29 4.74 4.71
H -0.71 5.49 3.49
H -2.74 4.46 4.77
H -1.98 5.92 5.30
H -1.93 4.96 7.38
H -0.46 4.25 6.75
H -0.16 5.39 -1.73
H -1.02 4.76 -0.36
H -2.21 3.26 -1.52
H -0.54 1.78 -2.42
H -0.11 2.97 -3.69
H -1.69 2.24 -3.66
H -3.46 5.26 -1.56
H -3.60 5.97 -3.17
H -4.58 4.67 -5.03
H -6.17 2.91 -5.69
H -6.91 1.23 -4.03
H -6.09 1.35 -1.71
H -4.51 3.11 -1.05
H 3.32 4.16 -2.93
H 1.70 4.08 -3.55
H 1.22 6.27 -2.92
H 2.25 6.24 -1.51
H 4.19 6.68 -2.81
H 3.44 6.07 -4.30
H 2.71 8.55 -2.95
H 2.13 8.03 -4.36
H 3.75 2.74 -1.54
C 5.09 -4.34 2.54
C 4.21 -4.48 3.77
O 4.29 -3.17 4.36
C 4.62 -2.30 3.39
O 4.59 -1.11 3.50
O 4.97 -2.93 2.26
H 4.76 -4.92 1.68
H 6.14 -4.56 2.74
H 3.17 -4.69 3.51
H 4.57 -5.23 4.48
C -1.38 -5.74 -1.19
C -0.98 -7.20 -1.17
O 0.45 -7.11 -1.12
C 0.80 -5.92 -0.60
O 1.91 -5.62 -0.29
O -0.28 -5.11 -0.49
H -2.31 -5.53 -0.66
H -1.42 -5.33 -2.20
H -1.32 -7.72 -0.27
H -1.28 -7.75 -2.05
C 4.44 -7.78 -0.83
C 4.80 -9.25 -0.86
O 6.24 -9.21 -0.82
C 6.62 -8.04 -0.27
O 7.72 -7.77 0.07
O 5.55 -7.21 -0.14
H 3.52 -7.56 -0.31
H 4.39 -7.35 -1.83
H 4.45 -9.79 0.03
H 4.47 -9.77 -1.75
C -3.87 -5.82 -5.58
C -4.24 -7.29 -5.65
O -2.97 -7.92 -5.46
C -2.15 -7.07 -4.81
O -1.09 -7.36 -4.36
O -2.71 -5.84 -4.73
H -4.64 -5.19 -5.13
H -3.58 -5.41 -6.54
H -4.91 -7.59 -4.85
H -4.66 -7.59 -6.61
```

## Properties
HOMO-LUMO gap = 0.290 Eh
DFT total energy = -4206.00021 Ha
LUMO level = -3.319 eV
charge = +1

Mulliken atomic charge list, values in e, 5 entries: number 1, C, carries -1.102; number 2, C, carries 0.372; number 3, O, carries -0.506; number 4, C, carries -0.313; number 5, C, carries -1.279


Record 3
ORCA calculation (the ωB97M-V functional and the def2-TZVPD basis) on a molecular structure, C41H56GeN8O2PSTi.

```
111
Properties=species:S:1:pos:R:3
Ti 0.45 0.38 0.59
C 0.27 3.57 -0.26
N 1.25 2.56 -0.70
C 2.56 2.96 -0.17
C 1.32 2.65 -2.17
C 2.29 1.71 -2.87
N 1.68 0.48 -3.38
C 2.70 -0.52 -3.65
C 0.94 0.73 -4.61
H 0.61 4.58 -0.52
H 0.15 3.50 0.82
H -0.69 3.39 -0.73
H 2.89 3.90 -0.62
H 3.31 2.20 -0.35
H 2.50 3.08 0.91
H 1.61 3.68 -2.42
H 0.32 2.51 -2.57
H 3.11 1.43 -2.20
H 2.76 2.25 -3.71
H 3.25 -0.76 -2.74
H 3.43 -0.18 -4.41
H 2.23 -1.43 -4.02
H 1.63 0.94 -5.45
H 0.30 1.60 -4.50
H 0.32 -0.13 -4.86
N -3.29 6.44 3.93
C -3.12 5.13 3.49
C -4.19 4.42 2.96
C -4.04 3.10 2.57
C -2.80 2.48 2.71
C -1.73 3.18 3.25
C -1.88 4.49 3.63
S -2.57 0.81 2.21
O -1.72 0.20 3.19
O -3.86 0.22 1.96
N -1.69 0.89 0.83
C -2.27 1.33 -0.31
N -1.48 1.12 -1.39
C -1.98 1.45 -2.57
C -3.23 2.03 -2.72
C -3.94 2.25 -1.54
N -3.49 1.90 -0.35
H -4.05 6.94 3.51
H -2.45 7.00 3.98
H -5.16 4.90 2.86
H -4.86 2.54 2.14
H -0.77 2.68 3.36
H -1.04 5.03 4.06
H -1.37 1.22 -3.44
H -3.63 2.29 -3.69
H -4.91 2.72 -1.57
N 0.05 -1.57 1.80
C -1.15 -2.34 1.66
C -1.87 -2.73 2.78
C -3.05 -3.44 2.64
C -3.52 -3.77 1.38
C -2.80 -3.39 0.26
C -1.61 -2.67 0.38
P -0.59 -2.10 -1.01
C 0.38 -3.61 -1.37
C 1.73 -3.51 -1.68
C 2.47 -4.64 -2.00
C 1.87 -5.89 -2.00
C 0.53 -6.01 -1.68
C -0.21 -4.88 -1.37
C -1.76 -2.07 -2.41
C -3.04 -1.53 -2.25
C -3.89 -1.42 -3.34
C -3.47 -1.81 -4.61
C -2.19 -2.33 -4.78
C -1.34 -2.46 -3.68
H 0.87 -2.17 1.76
H 0.04 -1.12 2.71
H -1.51 -2.44 3.76
H -3.61 -3.71 3.52
H -4.44 -4.32 1.27
H -3.18 -3.64 -0.72
H 2.19 -2.53 -1.68
H 3.52 -4.54 -2.24
H 2.45 -6.77 -2.24
H 0.05 -6.98 -1.67
H -1.26 -4.98 -1.12
H -3.38 -1.21 -1.28
H -4.88 -1.01 -3.20
H -4.13 -1.72 -5.46
H -1.85 -2.64 -5.76
H -0.35 -2.88 -3.82
C 5.16 -2.41 -0.69
C 4.88 -1.02 -0.13
C 3.46 -0.67 -0.08
N 2.40 -0.26 0.05
H 6.23 -2.59 -0.69
H 4.80 -2.50 -1.71
H 4.68 -3.17 -0.08
H 5.37 -0.25 -0.73
H 5.26 -0.91 0.89
C 3.78 -0.48 3.40
Ge 2.11 0.52 3.76
C 2.62 2.02 4.93
C 1.03 -0.72 4.88
C 1.24 1.14 2.18
H 4.22 -0.88 4.31
H 4.51 0.18 2.92
H 3.57 -1.32 2.72
H 3.21 1.67 5.79
H 1.73 2.53 5.32
H 3.21 2.74 4.38
H 1.38 -0.63 5.91
H 1.17 -1.76 4.58
H -0.03 -0.47 4.86
H 1.31 2.24 2.19
```

## Properties
expectation value of S² = 0.80
HOMO-LUMO gap (alpha / beta) = 0.228 / 0.231 Eh
2S+1 = 2
DFT total energy = -5850.36959 Ha
ΔE to the lowest compared entry with this formula, charge and spin = 39.1 kJ/mol
LUMO level (alpha / beta) = 0.302 / 0.295 eV

Mulliken atomic charge list, values in e, 5 entries: number 1, Ti, carries 0.210; number 2, C, carries -1.278; number 3, N, carries 0.567; number 4, C, carries -1.306; number 5, C, carries -1.041